Computed, not measured: C5H9FO2 in the gas phase in a non-equilibrium geometry, with ωB97M-V/def2-TZVPD.

Atoms and positions in Å:
C  -0.04  1.08  -1.15
C  -0.82  2.35  -1.59
C  -0.74  -1.31  1.70
C  1.66  -0.93  0.58
C  0.16  -0.98  0.47
O  0.72  0.49  -1.88
O  -0.48  0.51  -0.04
F  -0.25  -1.94  -0.44
H  -0.98  3.02  -0.78
H  -0.35  2.92  -2.40
H  -1.74  1.82  -1.93
H  -1.07  -2.34  1.54
H  -0.28  -1.21  2.67
H  -1.72  -0.65  1.42
H  2.17  -0.79  -0.39
H  1.82  -1.93  0.97
H  1.96  -0.11  1.25

The SMILES is CC(=O)OC(C)(C)F. The HOMO-LUMO gap is 10.69 eV.

Partial charges, Mulliken, in e:
1 C 0.6929
2 C -0.9892
3 C -1.1904
4 C -1.3324
5 C 1.2446
6 O -0.5659
7 O -0.4436
8 F -0.3097
9 H 0.3248
10 H 0.3032
11 H 0.2541
12 H 0.3672
13 H 0.3092
14 H 0.2791
15 H 0.3444
16 H 0.3990
17 H 0.3128

---

Computed, not measured: 2 unconnected molecules or ions with the total composition C4H7IO2S in a non-equilibrium geometry, with ωB97M-V/def2-TZVPD.

Atoms and positions in Å:
C  0.35  -2.20  1.11
C  0.92  1.22  -0.08
C  -0.33  1.24  0.13
C  -1.50  1.12  -0.84
O  2.43  -1.66  -0.38
O  0.12  -1.49  -1.41
S  1.00  -1.66  -0.27
I  -1.01  1.39  2.14
H  0.97  -2.17  1.94
H  -0.67  -1.80  1.18
H  1.22  1.20  -1.10
H  1.67  1.33  0.69
H  -2.20  2.08  -0.72
H  -1.90  0.17  -0.51
H  -1.07  1.25  -1.88

The SMILES is C=S(=O)=O.C=C(C)I. The HOMO-LUMO gap is 9.40 eV.

Partial charges, Mulliken, in e:
1 C -0.5729
2 C -1.1634
3 C 0.3178
4 C -0.9049
5 O -0.5153
6 O -0.4942
7 S 0.9249
8 I 0.0718
9 H 0.3690
10 H 0.2670
11 H 0.3868
12 H 0.3685
13 H 0.3506
14 H 0.3273
15 H 0.2670

---

Computed, not measured: C4H8ClN in the gas phase in a non-equilibrium geometry, with ωB97M-V/def2-TZVPD.

Atoms and positions in Å:
C  -0.43  1.25  0.56
C  0.97  1.39  0.97
C  0.18  -0.08  0.68
C  -0.62  -1.29  -1.45
N  0.45  -0.79  -0.55
Cl  -0.30  -1.10  2.03
H  -1.08  1.63  1.21
H  -0.72  1.42  -0.47
H  1.68  1.71  0.36
H  1.19  1.64  2.05
H  -1.25  -0.58  -1.93
H  -0.10  -1.84  -2.30
H  -1.17  -1.95  -0.79
H  1.19  -1.42  -0.36

The SMILES is CNC1(Cl)CC1. The HOMO-LUMO gap is 9.78 eV.

Partial charges, Mulliken, in e:
1 C -0.5957
2 C -0.6678
3 C 0.3831
4 C -0.7571
5 N -0.3555
6 Cl -0.2316
7 H 0.3347
8 H 0.2226
9 H 0.3279
10 H 0.2196
11 H 0.2381
12 H 0.2958
13 H 0.3155
14 H 0.2706

---

Computed, not measured: a molecular structure, C10H15OP in a non-equilibrium geometry, with ωB97M-V/def2-TZVPD.

Atoms and positions in Å:
C  3.86  -0.10  0.85
C  2.39  0.17  0.90
C  4.27  -0.13  -0.45
C  2.00  0.18  -0.40
C  3.07  0.00  -1.40
C  -1.97  -0.44  0.65
C  -1.07  0.79  0.81
C  -1.07  -1.33  -0.23
C  -1.72  2.17  0.83
C  -1.77  -2.26  -1.28
O  -0.66  0.57  -2.15
P  -0.21  0.21  -0.78
H  4.41  0.06  1.75
H  1.88  0.05  1.87
H  5.32  -0.23  -0.73
H  3.27  0.97  -2.04
H  2.77  -0.72  -2.06
H  -2.29  -0.88  1.56
H  -2.99  -0.14  0.17
H  -0.52  0.67  1.78
H  -0.61  -2.08  0.32
H  -2.72  2.10  1.42
H  -2.03  2.54  -0.25
H  -1.15  3.03  1.33
H  -2.31  -1.66  -2.04
H  -2.38  -2.86  -0.59
H  -1.04  -2.93  -1.67

The HOMO-LUMO gap is 9.52 eV.

Partial charges, Mulliken, in e:
1 C -0.5418
2 C -0.3011
3 C -0.5327
4 C 0.1689
5 C -0.4607
6 C -1.1457
7 C 0.5441
8 C 0.1332
9 C -1.2882
10 C -1.4172
11 O -0.7550
12 P 0.5270
13 H 0.3916
14 H 0.3231
15 H 0.3738
16 H 0.2211
17 H 0.3403
18 H 0.3918
19 H 0.3222
20 H 0.2537
21 H 0.4573
22 H 0.3121
23 H 0.2621
24 H 0.3207
25 H 0.3349
26 H 0.3642
27 H 0.4003